(1)
ORCA calculation (the ωB97M-V functional and the def2-TZVPD basis) on a cluster of 2 separate species, C11H15N in total.

Geometry as XYZ:
```
27
Properties=species:S:1:pos:R:3:forces:R:3
C -1.799 0.721 1.204 -0.1 -1.4 2.0
C -0.608 0.908 0.379 -0.4 -0.2 0.8
C 0.687 1.110 0.706 -0.3 0.4 0.1
N 1.419 1.255 -0.451 -5.7 -3.8 -0.9
C 0.590 0.791 -1.531 -0.3 2.5 -0.6
C 0.848 0.639 -2.951 0.6 -0.5 1.5
C -0.275 0.813 -3.734 0.1 0.3 1.4
C -1.581 1.186 -3.206 4.4 -1.0 -2.3
C -1.835 1.257 -1.907 -1.9 -0.7 1.5
C -0.763 0.917 -1.033 1.7 -0.1 -0.7
H -2.167 -0.319 1.452 0.9 0.7 -0.6
H -2.528 1.135 0.601 -2.2 0.9 -0.7
H -1.804 1.217 2.169 0.2 0.3 0.1
H 1.110 1.188 1.699 0.1 0.1 -0.2
H 2.291 1.532 -0.449 5.4 1.2 -0.5
H 1.870 0.255 -3.296 -1.6 1.1 0.2
H -0.188 0.807 -4.795 0.1 -0.3 -0.7
H -2.094 1.391 -4.074 -2.6 0.7 -0.9
H -2.929 1.504 -1.699 1.8 -0.4 0.7
C 0.492 -2.409 2.430 0.5 0.2 -1.5
C 1.952 -2.190 2.782 0.4 -3.5 0.4
H 0.447 -2.276 1.305 -0.6 -1.0 1.2
H -0.003 -3.260 2.894 0.3 -0.4 -0.6
H -0.064 -1.602 2.789 -1.0 1.6 0.6
H 2.097 -1.670 3.675 0.1 1.4 1.3
H 2.398 -1.682 1.947 0.8 0.0 -0.1
H 2.438 -3.218 3.093 -0.5 1.9 -1.4
```
Forces are in eV/Å.

Relative energy (zero: lowest compared OMol25 entry of this formula, charge and spin) in kcal per mole: 66.3
Charge: 0
SMILES: Cc1c[nH]c2ccccc12.CC
Calculated total energy in Eh: -482.8095
LUMO level in eV: 0.921
Kohn-Sham gap in eV: 8.732

---

(2)
ORCA calculation (the ωB97M-V functional and the def2-TZVPD basis) on a structure of composition C39H35N8S2SeW.

Geometry as XYZ:
```
86
Properties=species:S:1:pos:R:3:forces:R:3
W 0.144 -0.902 -1.608 0.8 0.9 -0.1
C -3.623 -2.421 -4.334 0.0 0.0 0.0
S -2.678 -3.705 -3.490 0.0 0.0 0.0
C -1.544 -2.707 -2.632 0.0 -0.1 0.1
S -0.461 -3.406 -1.462 0.0 0.1 -0.1
N -1.406 -1.441 -2.763 -0.2 -0.1 -0.2
N 0.031 0.601 -3.176 -0.2 -0.4 0.5
C 1.174 1.033 -3.794 0.2 0.1 -0.2
C 2.312 1.007 -3.024 0.1 0.0 0.0
C 3.561 1.566 -3.418 0.2 0.0 0.1
C 4.605 1.560 -2.550 0.0 0.1 -0.2
C 4.431 0.986 -1.272 -0.1 -0.1 0.1
C 3.230 0.416 -0.967 0.2 0.1 0.0
N 2.171 0.381 -1.811 -0.6 -0.2 0.0
H -4.332 -2.936 -4.978 0.0 0.0 0.0
H -2.960 -1.796 -4.926 0.0 0.0 0.0
H -4.152 -1.808 -3.608 0.0 0.0 0.0
H 1.142 1.379 -4.818 0.0 0.0 0.0
H 3.640 2.016 -4.398 0.0 0.0 0.0
H 5.553 2.002 -2.828 0.0 0.0 0.0
H 5.226 0.977 -0.540 0.0 0.0 0.0
H 3.110 -0.053 -0.003 0.0 0.0 0.0
N 0.475 1.178 2.322 0.0 0.0 0.0
C 0.191 0.854 1.071 0.0 0.0 -0.1
N 0.641 -0.222 0.472 0.0 -0.2 0.1
C 1.419 -1.111 1.205 -0.1 0.1 -0.1
N 2.041 -2.072 0.606 0.1 -0.2 0.1
N 1.812 -2.039 -0.746 -0.2 0.1 -0.2
C 2.617 -2.678 -1.504 0.1 0.0 0.0
C 2.366 -2.599 -2.929 0.1 0.0 0.0
C 3.136 -3.247 -3.870 0.1 -0.1 0.0
C 2.781 -3.143 -5.209 -0.1 0.0 -0.1
C 1.670 -2.397 -5.550 0.1 -0.1 0.0
C 0.948 -1.760 -4.548 0.0 0.1 0.0
N 1.296 -1.855 -3.267 -0.3 0.0 0.2
C 1.567 -0.910 2.635 0.0 0.0 0.0
C 2.150 -1.867 3.470 0.0 0.0 0.0
C 2.261 -1.617 4.819 0.0 0.0 0.0
C 1.808 -0.405 5.350 0.0 0.0 0.0
C 1.233 0.549 4.540 0.0 0.0 0.0
C 1.103 0.280 3.182 0.0 0.0 0.0
H 0.012 1.988 2.710 0.0 0.0 0.0
H -0.435 1.529 0.504 0.0 0.0 0.0
H 3.440 -3.244 -1.081 0.0 0.0 0.0
H 3.987 -3.835 -3.553 0.0 0.0 0.0
H 3.359 -3.650 -5.970 0.0 0.0 0.0
H 1.349 -2.305 -6.577 0.0 0.0 0.0
H 0.052 -1.191 -4.750 0.0 0.0 0.0
H 2.501 -2.794 3.038 0.0 0.0 0.0
H 2.705 -2.357 5.471 0.0 0.0 0.0
H 1.903 -0.216 6.411 0.0 0.0 0.0
H 0.863 1.481 4.948 0.0 0.0 0.0
C -0.505 1.423 -2.230 0.1 -0.5 -0.1
C -0.965 2.378 -1.635 -0.1 0.3 0.1
C -1.487 3.501 -0.926 0.1 0.0 0.0
C -2.805 3.927 -1.123 0.0 -0.1 0.0
C -3.296 5.014 -0.424 0.0 0.0 0.0
C -2.485 5.690 0.483 0.0 0.0 0.0
C -1.171 5.285 0.676 0.0 0.0 0.0
C -0.670 4.201 -0.029 0.0 0.0 0.0
H -3.431 3.386 -1.820 0.0 0.0 0.0
H -4.315 5.339 -0.582 0.0 0.0 0.0
H -2.875 6.539 1.028 0.0 0.0 0.0
H -0.531 5.826 1.361 0.0 0.0 0.0
H 0.366 3.903 0.085 0.0 0.0 0.0
C -2.117 -0.075 5.962 0.0 0.0 0.0
C -2.127 -0.259 4.469 0.0 -0.1 0.1
C -1.687 -1.441 3.888 0.0 0.0 0.0
C -1.692 -1.633 2.510 0.0 0.2 0.1
C -1.267 -2.968 1.977 -0.1 0.0 0.0
C -2.136 -0.590 1.669 0.1 -0.2 -0.1
Se -2.208 -0.840 -0.260 0.0 0.0 0.0
C -2.643 0.586 2.248 0.0 0.0 -0.1
C -3.261 1.688 1.433 0.0 0.1 0.0
C -2.610 0.735 3.633 -0.1 0.1 0.0
H -1.606 -0.899 6.458 0.0 0.0 0.0
H -3.135 -0.027 6.354 0.0 0.0 0.0
H -1.621 0.856 6.244 0.0 0.0 0.0
H -1.336 -2.248 4.523 0.0 0.0 0.0
H -0.975 -3.636 2.788 0.0 0.0 0.0
H -0.438 -2.889 1.279 0.1 0.0 -0.1
H -2.081 -3.428 1.415 0.0 0.0 0.0
H -3.039 1.567 0.380 0.0 0.1 -0.1
H -2.924 2.674 1.764 0.0 0.0 0.0
H -4.349 1.672 1.536 0.0 0.0 0.0
H -3.006 1.649 4.068 0.0 0.0 0.0
```
Forces are in eV/Å.

Relative energy (zero: lowest compared OMol25 entry of this formula, charge and spin) in kcal per mole: 43.8
Charge: +1
Calculated total energy in Eh: -5209.8579
LUMO level (spin up / spin down) in eV: -3.964 / -3.965
Kohn-Sham gap (spin up / spin down) in eV: 5.023 / 5.018

---

(3)
ORCA calculation (the ωB97M-V functional and the def2-TZVPD basis) on an isolated molecule of C7H8N4S.

Geometry as XYZ:
```
20
Properties=species:S:1:pos:R:3:forces:R:3
C -3.036 -0.654 0.631 -0.5 -0.9 -0.7
C -2.146 0.249 -0.352 0.9 -1.3 1.2
C -0.738 -0.354 -0.498 1.6 1.6 1.8
N -0.363 -1.678 -0.337 -1.2 -0.3 -0.4
C 0.915 -1.777 -0.121 0.3 3.1 -0.7
N 1.454 -0.466 -0.110 -0.5 -2.9 0.1
C 2.789 -0.178 0.033 -0.7 0.6 -0.4
S 3.986 -1.277 0.034 0.6 -0.3 0.2
N 2.919 1.148 0.102 3.8 2.6 0.0
N 2.028 2.159 0.048 -2.5 -0.8 0.2
C 0.784 1.767 -0.085 -0.3 3.4 -1.0
C 0.424 0.435 -0.313 -1.0 -2.0 0.2
H -3.929 0.116 0.567 1.0 -2.2 1.4
H -2.479 -0.961 1.765 -2.0 1.3 -3.6
H -3.393 -1.744 0.051 1.2 3.4 1.9
H -2.637 0.230 -1.325 -0.2 0.4 0.1
H -2.099 1.326 0.089 0.1 -1.9 -1.0
H 1.621 -2.589 -0.087 -0.4 -0.4 0.2
H 3.864 1.624 0.098 -1.3 -1.8 0.2
H 0.035 2.623 -0.190 1.1 -1.4 0.3
```
Forces are in eV/Å.

Relative energy (zero: lowest compared OMol25 entry of this formula, charge and spin) in kcal per mole: 51.1
Charge: 0
SMILES: CCc1ncn2c(=S)[nH]ncc12
Calculated total energy in Eh: -888.6608
LUMO level in eV: 0.052
Kohn-Sham gap in eV: 8.583

---

(4)
ORCA calculation (the ωB97M-V functional and the def2-TZVPD basis) on an isolated molecule of C25H17FN2O4.

Geometry as XYZ:
```
49
Properties=species:S:1:pos:R:3:forces:R:3
O -1.056 -0.647 4.284 0.1 0.2 -0.2
C -1.164 0.266 3.481 0.0 0.2 0.1
C -1.769 1.567 3.815 0.1 0.1 -0.4
O -2.225 1.801 5.085 0.1 0.1 -0.1
C -2.888 0.783 5.724 -0.5 -0.3 0.3
C -2.715 0.643 7.095 0.0 0.1 -0.4
C -3.414 -0.322 7.796 0.0 0.0 0.1
C -4.295 -1.165 7.141 0.0 0.0 0.0
C -4.490 -1.032 5.777 0.1 0.1 -0.1
C -3.798 -0.059 5.086 -0.1 0.2 0.1
F -4.022 0.081 3.755 0.1 0.0 0.2
C -1.806 2.571 2.916 -0.2 -0.3 0.9
O -1.317 2.497 1.669 0.1 0.0 -0.3
C -0.787 1.321 1.257 0.3 -0.8 0.1
C -0.318 1.270 -0.056 0.0 0.2 -0.2
C 0.244 0.099 -0.540 -0.2 0.1 0.5
O 0.733 -0.066 -1.784 0.1 -0.2 0.0
C 0.698 1.024 -2.691 0.1 0.3 -0.2
C 1.335 0.589 -3.967 0.1 -0.2 0.1
C 0.976 0.947 -5.281 0.2 -0.2 0.4
N 1.775 0.381 -6.156 -0.1 0.1 -0.8
N 2.646 -0.351 -5.458 -0.5 0.4 0.7
C 3.636 -1.088 -6.118 0.6 -0.4 -0.6
C 4.465 -1.972 -5.436 -0.2 0.2 0.0
C 5.433 -2.678 -6.128 0.0 0.0 -0.1
C 5.580 -2.514 -7.495 0.1 -0.1 0.0
C 4.749 -1.638 -8.174 0.0 -0.1 0.1
C 3.781 -0.926 -7.494 -0.1 0.1 0.1
C 2.416 -0.248 -4.127 -0.3 0.3 0.2
C 0.333 -1.027 0.301 0.0 0.0 -0.1
C -0.125 -0.967 1.587 0.0 0.1 -0.1
C -0.696 0.207 2.097 -0.1 0.3 -0.2
H -2.018 1.300 7.590 0.1 0.1 0.0
H -3.262 -0.420 8.860 0.0 0.0 0.1
H -4.832 -1.925 7.686 -0.1 -0.1 0.0
H -5.173 -1.668 5.238 -0.1 0.0 -0.1
H -2.222 3.541 3.145 0.0 0.0 0.0
H -0.414 2.159 -0.657 0.0 0.1 -0.1
H 1.246 1.879 -2.267 -0.2 -0.1 0.0
H -0.339 1.333 -2.881 0.1 0.0 0.1
H 0.181 1.588 -5.604 -0.2 0.1 -0.1
H 4.359 -2.121 -4.373 0.0 0.0 0.1
H 6.074 -3.363 -5.593 0.0 0.0 0.1
H 6.337 -3.069 -8.028 0.1 0.0 0.0
H 4.857 -1.507 -9.241 0.0 0.0 -0.1
H 3.124 -0.240 -8.003 0.0 0.0 -0.1
H 2.999 -0.751 -3.386 0.2 -0.1 0.1
H 0.769 -1.926 -0.103 0.1 -0.1 0.0
H -0.063 -1.819 2.247 0.0 -0.1 0.1
```
Forces are in eV/Å.

Relative energy (zero: lowest compared OMol25 entry of this formula, charge and spin) in kcal per mole: 0.0
Charge: 0
SMILES: O=c1c(Oc2ccccc2F)coc2cc(OCc3cnn(-c4ccccc4)c3)ccc12
Calculated total energy in Eh: -1473.1769
LUMO level in eV: 0.288
Kohn-Sham gap in eV: 8.741

---

(5)
ORCA calculation (the ωB97M-V functional and the def2-TZVPD basis) on a cluster of 3 separate species, C3H11NO3 in total.

Geometry as XYZ:
```
18
Properties=species:S:1:pos:R:3:forces:R:3
C 1.915 0.377 0.185 -0.3 0.7 -2.9
N 0.472 0.265 -0.209 0.2 -1.2 1.0
C 0.251 -0.512 -1.452 -0.1 2.6 -0.1
C -1.190 -0.922 -1.627 0.3 -0.6 -0.4
O -2.140 -0.221 -1.410 0.2 0.2 0.4
H 2.297 -0.564 0.568 -0.2 0.1 0.3
H 2.425 0.578 -0.804 0.2 -0.2 1.0
H 2.178 1.247 0.792 -0.6 -0.4 0.3
H -0.006 1.150 -0.331 0.5 0.1 0.3
H 0.969 -1.286 -1.676 0.1 -0.4 0.5
H 0.385 0.279 -2.224 0.0 -0.8 -0.5
H -1.310 -1.926 -2.069 -0.2 -0.1 -0.1
O -0.189 -1.531 1.961 -0.2 0.0 -0.1
H -0.724 -0.979 2.544 0.1 -0.2 0.0
H -0.127 -1.005 1.138 0.1 0.2 0.3
O -1.647 2.022 1.401 0.2 0.1 -0.6
H -1.874 1.839 2.311 -0.1 -0.3 0.2
H -1.683 1.192 0.901 -0.2 0.1 0.4
```
Forces are in eV/Å.

Relative energy (zero: lowest compared OMol25 entry of this formula, charge and spin) in kcal per mole: 49.5
Charge: 0
SMILES: CNCC=O.O.O
Calculated total energy in Eh: -401.3341
LUMO level in eV: 0.566
Kohn-Sham gap in eV: 10.033